1.
# C17H32Cl2FInNO2

A molecular structure, C17H32Cl2FInNO2 (ωB97M-V/def2-TZVPD, the OMol25 dataset).

Geometry as ORCA input:
```
! wB97M-V def2-TZVPD RIJCOSX def2/J DEFGRID3
* xyz -1 1
C -2.26785 -3.79391 0.07995
C -2.79840 -2.55743 0.00563
C -2.26687 -1.45420 -0.85293
In -0.56499 -0.48410 0.24630
N -0.24101 1.44852 -0.62374
C 0.83014 2.06272 -0.35453
C 1.38108 3.10168 -1.32892
C 1.64101 1.93724 0.92853
C 1.19756 -1.86476 0.00601
C 2.52949 -1.20644 -0.27917
F 0.92972 -2.72664 -1.09860
C -1.26618 -0.30885 2.38854
Cl 0.12179 -0.35424 3.57487
C -2.21777 0.84760 2.70859
C -3.16723 1.13927 1.55825
Cl -1.40091 2.38191 3.17420
H -1.31644 -3.99274 -0.40159
H -2.72926 -4.61082 0.60895
H -3.66903 -2.34663 0.62491
H -3.05227 -0.70756 -0.96963
H -1.95072 -1.83701 -1.81659
H 1.63830 4.02174 -0.79969
H 2.27548 2.72397 -1.82218
H 0.60487 3.32454 -2.05266
H 1.11717 2.41868 1.75221
H 2.59880 2.45312 0.81720
H 1.85917 0.90793 1.19565
H 1.27797 -2.51398 0.87832
H 3.20276 -1.95156 -0.71909
H 3.00294 -0.87997 0.64566
H 2.45066 -0.37836 -0.98048
H -1.81694 -1.22101 2.61811
H -2.82305 0.57445 3.57471
H -3.69383 2.06913 1.77747
H -3.93031 0.36571 1.47757
H -2.64694 1.28460 0.61533
C 0.28431 -3.98062 3.25771
C -0.24493 -5.38528 3.12927
O -1.08877 -5.66236 2.31339
C 0.32980 -6.42774 4.06556
H -0.20802 -3.34174 2.52868
H 0.09421 -3.59086 4.25926
H 1.36049 -3.96214 3.07601
H 0.14159 -6.14321 5.10224
H 1.40740 -6.51050 3.91500
H -0.13528 -7.39121 3.86733
C 0.11543 5.80379 -4.94640
C 1.54180 5.38176 -4.68077
O 1.95810 5.23826 -3.55953
C 2.41651 5.13978 -5.89029
H -0.40296 5.93877 -4.00042
H 0.09935 6.74173 -5.50485
H -0.39865 5.03816 -5.52952
H 2.49264 6.05108 -6.48626
H 1.98862 4.34978 -6.50945
H 3.40943 4.83990 -5.56413
*
```

Computed properties:
Electronic energy (Ha): -2082.5332
Relative energy (zero: lowest compared OMol25 entry of this formula, charge and spin) (kJ/mol): 0.0
LUMO (eV): 2.4


2.
# C4H6O3Sn

A molecular structure, C4H6O3Sn (ωB97M-V/def2-TZVPD, the OMol25 dataset).

Geometry as ORCA input:
```
! wB97M-V def2-TZVPD RIJCOSX def2/J DEFGRID3
* xyz 1 2
H 2.75566 -1.34190 1.05944
O 0.31291 -1.02005 0.14016
C -0.67448 -0.08087 -0.02845
O -0.45290 1.11215 -0.04474
Sn 1.47865 1.79000 0.10360
O -1.79916 -0.68527 -0.11855
C -3.01398 0.08434 -0.01437
H -2.97611 0.70663 0.88617
H -3.12466 0.70150 -0.91221
H -3.81516 -0.65407 0.05470
C 1.56396 -0.58188 0.14255
C 2.53645 -1.58864 -0.12702
H 2.15868 -2.54205 -0.51178
H 3.44036 -1.19827 -0.60911
*
```

Computed properties:
Electronic energy (Ha): -595.6863
Relative energy (zero: lowest compared OMol25 entry of this formula, charge and spin) (kJ/mol): 22.1
LUMO (alpha / beta) (eV): -4.4 / -5.2


3.
# C3H7N2S

A molecular structure, C3H7N2S (ωB97M-V/def2-TZVPD, the OMol25 dataset).

Geometry as ORCA input:
```
! wB97M-V def2-TZVPD RIJCOSX def2/J DEFGRID3
* xyz 1 1
C -0.42881 1.38867 0.11040
C -1.04236 0.03192 0.26195
C 1.42213 0.31453 -0.62136
N 0.74077 1.43461 -0.33887
N -0.04269 -0.89358 -0.40177
S 2.83319 -0.14462 0.35658
H -1.05354 2.22578 0.39808
H -1.15158 -0.23472 1.30817
H -1.85883 0.18787 -0.28306
H 1.39160 0.23984 -1.79683
H 0.12429 -1.70940 0.17549
H -0.50073 -1.16403 -1.20531
H 2.84418 0.98278 1.11905
*
```

Computed properties:
Electronic energy (Ha): -625.8877
Relative energy (zero: lowest compared OMol25 entry of this formula, charge and spin) (kJ/mol): 221.8
LUMO (eV): -3.7


4.
# C22H23Si

2 unconnected molecules or ions with the total composition C22H23Si (ωB97M-V/def2-TZVPD, the OMol25 dataset).

Geometry as ORCA input:
```
! wB97M-V def2-TZVPD RIJCOSX def2/J DEFGRID3
* xyz 1 1
C 0.24175 -2.37333 0.54485
C -0.15417 -2.45660 1.92838
C -0.55726 -3.70959 2.44571
C -1.08162 -3.84398 3.73624
C -1.19253 -2.70766 4.55718
C -0.75072 -1.46736 4.09438
C -0.21424 -1.31989 2.79921
C 0.68134 -1.24371 -0.09272
C 1.17346 -1.25204 -1.49042
C 1.75348 0.10730 -1.90278
C 1.67009 0.65307 -3.20288
C 2.17354 1.91086 -3.50894
C 2.81401 2.68885 -2.51276
C 2.92459 2.15206 -1.22541
C 2.39433 0.91346 -0.94040
H 0.19886 -3.32330 -0.02061
H -0.49550 -4.57106 1.77684
H -1.41491 -4.81376 4.07978
H -1.62900 -2.80370 5.55155
H -0.83748 -0.59107 4.73441
H 0.10269 -0.35044 2.43309
H 0.75657 -0.28778 0.47615
H 1.76107 -2.41234 -1.77620
H 1.17121 0.05310 -3.98868
H 2.09968 2.30530 -4.51616
H 3.23458 3.67235 -2.73748
H 3.44752 2.70967 -0.43463
H 2.50642 0.52348 0.09340
C -0.70714 -4.12391 -3.62202
Si -0.16977 -2.40335 -3.93377
H 0.37443 -1.05022 -2.47805
C 0.14712 -2.32798 -5.78476
C -0.77695 -2.28572 -6.86135
C -0.35153 -2.36490 -8.20451
C 1.00476 -2.55395 -8.51420
C 1.91383 -2.62314 -7.46694
C 1.50820 -2.53650 -6.12289
H -1.14239 -4.24377 -2.63788
H -1.45040 -4.48574 -4.32748
H 0.15029 -4.78297 -3.72213
H -1.52441 -1.77227 -3.97772
H -1.85192 -2.17486 -6.67966
H -1.05573 -2.28546 -9.02707
H 1.33971 -2.65021 -9.54262
H 2.98359 -2.75693 -7.67026
H 2.26190 -2.63495 -5.34001
*
```

Computed properties:
Electronic energy (Ha): -1141.2051
Relative energy (zero: lowest compared OMol25 entry of this formula, charge and spin) (kJ/mol): 52.8
LUMO (eV): -5.9


5.
# ClHNO2P

2 unconnected molecules or ions with the total composition ClHNO2P (ωB97M-V/def2-TZVPD, the OMol25 dataset).

Geometry as ORCA input:
```
! wB97M-V def2-TZVPD RIJCOSX def2/J DEFGRID3
* xyz 0 1
N 0.18545 0.76100 0.14675
O -0.33247 1.07403 1.20221
O 0.36360 1.45332 -0.83452
P 0.81169 -0.87665 -0.03365
Cl -1.65738 -1.24591 -1.78346
H 0.62911 -1.16580 1.30267
*
```

Computed properties:
Electronic energy (Ha): -1007.1800
Relative energy (zero: lowest compared OMol25 entry of this formula, charge and spin) (kJ/mol): 352.2
LUMO (alpha / beta) (eV): -3.3 / -3.9


6.
# C13H33O16S4V

A molecular structure, C13H33O16S4V (ωB97M-V/def2-TZVPD, the OMol25 dataset).

Geometry as ORCA input:
```
! wB97M-V def2-TZVPD RIJCOSX def2/J DEFGRID3
* xyz 1 2
O 1.34029 -1.42124 -3.87026
V 1.41510 0.07726 -3.55551
O 0.28181 0.39382 0.14124
C 0.68327 0.26485 -1.08055
O -0.04143 0.63339 -2.05260
O 1.84929 -0.13067 -1.40938
H 1.04394 -0.01003 0.63476
O 0.49803 -3.76648 -2.02599
S -0.74701 -4.03417 -1.36444
O -1.96643 -3.85225 -2.06331
O -0.77017 -5.48588 -0.78740
C 0.45097 -6.04237 -0.23864
C 0.36468 -7.53753 -0.32489
C -0.80304 -3.07328 0.12747
H 0.53466 -5.71243 0.80241
H 1.34059 -5.65167 -0.73244
H -0.52469 -7.93689 0.15824
H 1.23301 -7.99444 0.15174
H 0.37712 -7.86162 -1.36577
H -1.61722 -3.46160 0.72984
H -0.95977 -2.03228 -0.14554
H 0.18533 -3.14608 0.57905
O 4.44209 -1.67206 2.92876
S 3.63891 -0.74554 2.21122
O 2.22420 -0.89538 2.02497
O 3.82342 0.65244 2.90747
C 5.11070 0.99359 3.52070
C 5.03591 2.46481 3.85884
C 4.45189 -0.49116 0.66974
H 5.91008 0.74358 2.82584
H 5.18760 0.39526 4.42572
H 4.15664 2.71041 4.44874
H 5.16041 3.06518 2.96048
H 5.87618 2.69061 4.52162
H 4.29585 -1.36957 0.04401
H 5.49003 -0.26320 0.88566
H 3.99979 0.30853 0.08244
O -7.06020 0.87169 -2.97218
S -6.06229 1.87909 -3.02878
O -6.41862 3.24298 -2.91352
O -4.96446 1.59638 -1.91176
C -4.60780 0.21504 -1.75536
C -3.49344 0.15266 -0.73496
C -5.11075 1.72284 -4.52253
H -4.25550 -0.19949 -2.70769
H -5.44389 -0.41007 -1.44577
H -2.63222 0.77975 -0.96623
H -3.16654 -0.86970 -0.54901
H -3.90424 0.54415 0.19994
H -5.76928 2.16505 -5.26644
H -4.83266 0.69631 -4.72839
H -4.24377 2.36343 -4.38037
O -2.09205 3.31032 2.17857
S -1.52217 4.39604 1.44967
O -2.03674 5.70391 1.58942
O 0.03791 4.45012 1.78580
C 0.68242 3.19329 2.02931
C 2.06117 3.16640 1.38731
C -1.52584 3.93231 -0.25988
H 0.11216 2.32906 1.69190
H 0.80194 3.04402 3.10234
H 2.37017 2.13222 1.53421
H 2.67179 3.84441 1.98090
H 2.15423 3.38519 0.32390
H -1.01073 2.98238 -0.36671
H -1.12692 4.74394 -0.86229
H -2.58371 3.83038 -0.50563
*
```

Computed properties:
Electronic energy (Ha): -4255.3842
Relative energy (zero: lowest compared OMol25 entry of this formula, charge and spin) (kJ/mol): 156.6
LUMO (alpha / beta) (eV): -7.6 / -7.2


7.
# C19H34Cl20I2NO

11 unconnected molecules or ions with the total composition C19H34Cl20I2NO (ωB97M-V/def2-TZVPD, the OMol25 dataset).

Geometry as ORCA input:
```
! wB97M-V def2-TZVPD RIJCOSX def2/J DEFGRID3
* xyz 1 1
C -5.46833 -3.73022 1.35190
O -5.53837 -5.18392 1.13722
C -4.81830 -5.93896 2.17444
C -3.18683 -5.96067 2.01463
N -2.43750 -4.85928 1.68095
C -0.94157 -5.09222 1.62752
C -0.32302 -3.66837 2.15430
I 0.92001 -2.55998 0.66823
C -0.53484 -3.08350 3.50671
C 0.09637 -1.61601 3.91709
I -1.70412 -4.12958 5.05588
C -0.60392 -6.48795 2.41821
C -2.10535 -7.18367 2.18534
H -4.73674 -3.45810 2.25362
H -4.94314 -3.27572 0.38819
H -6.49404 -3.20697 1.56020
H -5.20081 -7.06295 2.28116
H -5.08780 -5.41713 3.21072
H -2.68538 -3.86282 1.49483
H -0.48545 -5.27582 0.54726
H 1.23057 -1.54813 3.63120
H -0.05671 -1.46184 5.08546
H -0.56916 -0.80501 3.34745
H 0.22228 -7.21522 2.00671
H -0.40911 -6.48674 3.57216
H -2.00355 -7.57928 1.08787
H -2.37730 -8.13043 2.81821
C 1.01842 1.68818 1.34991
Cl 0.61106 2.29769 2.95856
Cl -0.44000 1.35089 0.40944
H 1.61429 2.43904 0.82529
H 1.59552 0.76620 1.45439
C 1.41557 5.89968 -0.12421
Cl 2.72678 4.72636 -0.29526
Cl -0.05003 5.12972 0.49580
H 1.72738 6.68286 0.57112
H 1.20079 6.33821 -1.10173
C -1.71191 2.01942 -3.18167
Cl -3.00024 1.10884 -3.97932
Cl -1.98606 3.76061 -3.31698
H -1.68416 1.74476 -2.12437
H -0.75735 1.77192 -3.65238
C -2.78821 1.07946 3.70576
Cl -3.40530 -0.53764 4.06548
Cl -1.77846 1.68298 5.02538
H -2.19107 1.03721 2.79158
H -3.63215 1.75895 3.56416
C -0.58322 -1.86916 -4.51958
Cl 0.22567 -3.24118 -3.75246
Cl 0.16094 -0.34035 -4.03565
H -0.50850 -1.97340 -5.60477
H -1.63431 -1.86346 -4.22094
C 5.41038 2.26955 -1.92485
Cl 5.00302 2.87906 -0.31620
Cl 3.95196 1.93226 -2.86532
H 6.00625 3.02041 -2.44947
H 5.98747 1.34758 -1.82037
C 3.18327 -1.53214 -5.81597
Cl 4.62070 -1.76335 -4.81319
Cl 3.51839 -0.44114 -7.16603
H 2.86570 -2.50013 -6.21122
H 2.38647 -1.10469 -5.20247
C -4.50553 6.23092 -4.12263
Cl -4.91289 6.84043 -2.51398
Cl -5.96394 5.89363 -5.06310
H -3.90965 6.98178 -4.64725
H -3.92843 5.30895 -4.01815
C 9.05350 3.38307 -3.15149
Cl 8.64614 3.99257 -1.54284
Cl 7.59508 3.04577 -4.09196
H 9.64937 4.13393 -3.67611
H 9.63060 2.46109 -3.04700
C 1.94049 5.58127 4.89537
Cl 1.28887 5.55677 3.25220
Cl 2.87855 7.05129 5.18573
H 1.11235 5.54131 5.60718
H 2.58854 4.71249 5.03410
*
```

Computed properties:
Electronic energy (Ha): -10673.0914
LUMO (eV): -4.3


8.
# C33H44AuBrF4NPSi4

A molecular structure, C33H44AuBrF4NPSi4 (ωB97M-V/def2-TZVPD, the OMol25 dataset).

Geometry as ORCA input:
```
! wB97M-V def2-TZVPD RIJCOSX def2/J DEFGRID3
* xyz 2 1
Au -0.10915 0.19324 0.50574
F -5.85996 2.00912 -3.72389
C -4.96869 1.36284 -3.01093
C -5.10215 0.00905 -2.77923
F -6.12504 -0.65732 -3.26936
C -4.13931 -0.64152 -2.02227
F -4.30933 -1.94685 -1.83012
C -3.03320 -0.00008 -1.47340
P -1.84724 -1.07072 -0.58397
C -1.27710 -2.31658 -1.74893
C -0.12805 -2.03529 -2.48053
C 0.32017 -2.92159 -3.44540
C -0.36883 -4.10592 -3.66391
C -1.50329 -4.40380 -2.91879
C -1.96525 -3.51181 -1.96610
C -2.76173 -1.88289 0.73426
C -2.19734 -3.02123 1.31294
C -2.85537 -3.66067 2.34902
C -4.06713 -3.16310 2.81531
C -4.61291 -2.01600 2.25844
C -3.95773 -1.36465 1.22411
C -2.93093 1.38049 -1.71644
Br -1.57811 2.53731 -1.05958
C -3.88043 2.04195 -2.47361
F -3.78806 3.34227 -2.70339
H 0.41876 -1.12023 -2.29318
H 1.21050 -2.69766 -4.01910
H -0.01758 -4.80411 -4.41208
H -2.03340 -5.33180 -3.08478
H -2.85112 -3.75108 -1.39422
H -1.26159 -3.42414 0.94156
H -2.43102 -4.55526 2.78484
H -4.58774 -3.67500 3.61382
H -5.55495 -1.62889 2.62355
H -4.39076 -0.46872 0.79565
C 5.05756 -0.87440 -0.08280
Si 3.28309 -1.22753 0.38228
C 2.55807 -2.63253 -0.61094
C 3.05342 -1.59819 2.20453
Si 2.16633 0.84681 -0.20473
Si 2.16876 1.81181 -2.41033
C 0.91441 1.06570 -3.58521
C 3.89757 1.31179 -2.93676
C 1.92522 3.66300 -2.32646
Si 3.03699 2.59087 1.19014
C 4.62404 3.11867 0.33303
C 1.68321 3.93258 1.24951
C 3.44590 1.97405 2.93342
H 5.60301 -1.81229 0.06283
H 5.52429 -0.11989 0.55097
H 5.17589 -0.57933 -1.12460
H 3.04508 -3.57437 -0.34483
H 2.69592 -2.48435 -1.68342
H 1.48933 -2.74659 -0.42077
H 3.32652 -2.64306 2.37250
H 2.01180 -1.48737 2.51814
H 3.68088 -0.98543 2.85106
H 1.18243 0.04734 -3.86642
H 0.90559 1.66138 -4.50234
H -0.10008 1.06381 -3.19035
H 4.00101 0.22621 -2.97431
H 4.69463 1.71878 -2.31479
H 4.04397 1.69068 -3.95321
H 1.01551 3.94794 -1.79871
H 1.82207 4.01699 -3.35638
H 2.76011 4.19969 -1.87797
H 4.44227 3.60625 -0.62369
H 5.28206 2.26351 0.17203
H 5.16779 3.82892 0.96107
H 1.97728 4.82767 0.70012
H 1.48502 4.25248 2.27725
H 0.74205 3.59300 0.80756
H 4.45109 1.54973 2.96450
H 2.77185 1.20795 3.30814
H 3.42930 2.80166 3.64705
N 0.17722 1.17068 2.34872
C -1.09524 1.00201 3.02169
C -2.13474 1.86642 2.70915
C -3.34543 1.72141 3.36914
C -3.50929 0.71315 4.30885
C -2.46561 -0.15905 4.59115
C -1.24746 -0.02101 3.94554
H 0.94854 0.76745 2.87054
H 0.40104 2.15220 2.19425
H -1.99476 2.65685 1.98051
H -4.15661 2.40438 3.15513
H -4.45160 0.61028 4.83006
H -2.59546 -0.94414 5.32365
H -0.42684 -0.69394 4.16849
*
```

Computed properties:
Electronic energy (Ha): -5946.6852
Relative energy (zero: lowest compared OMol25 entry of this formula, charge and spin) (kJ/mol): 0.0
LUMO (eV): -7.8